Entry 1
This record from the OMol25 dataset describes a single C2H4N4O molecule. The level of theory is wB97M-V/def2-TZVPD.

```
11
Properties=species:S:1:pos:R:3:nbo_charge:R:1
C -1.034 1.405 1.787 -0.44
C 0.402 -0.109 0.284 0.42
H -1.855 1.009 0.954 0.28
H -0.468 2.419 1.798 0.23
H -1.642 1.202 2.908 0.21
H 1.253 0.519 2.104 0.42
N 0.220 0.408 1.574 -0.65
N -0.589 0.252 -0.611 -0.32
N -0.467 -0.302 -1.701 0.19
N 1.199 -0.949 -0.332 -0.19
O 0.496 -1.099 -1.587 -0.14
```

Output
- HOMO-LUMO gap: 10.28 eV
- SMILES: CNc1nnon1
- Total charge: 0

Entry 2
This record from the OMol25 dataset describes a molecular structure, C2H4N4O. The level of theory is wB97M-V/def2-TZVPD.

```
11
Properties=species:S:1:pos:R:3:nbo_charge:R:1
N -0.353 2.051 -0.174 -0.80
C -0.020 0.728 -0.178 0.51
N 1.138 0.294 -0.705 -0.47
N 1.118 -1.164 -0.416 -0.46
C -0.045 -1.312 0.225 0.63
O -0.411 -2.509 0.680 -0.64
N -0.804 -0.224 0.343 -0.57
H 0.116 2.621 -0.861 0.40
H -1.336 2.244 -0.053 0.40
H 1.879 -0.329 0.051 0.49
H -1.283 -2.399 1.087 0.50
```

Output
- HOMO-LUMO gap: 9.86 eV
- Total charge: 0

Name the most stable of them. entry 2.

Entry 1
This record from the OMol25 dataset describes 2 unconnected molecules or ions with the total composition C3H8O4. The level of theory is wB97M-V/def2-TZVPD.

```
15
Properties=species:S:1:pos:R:3:nbo_charge:R:1
O 1.556 2.014 -0.741 -0.58
C 1.060 1.055 -0.161 0.79
O 0.262 1.445 0.881 -0.76
C 0.915 -0.396 -0.388 -0.57
C -0.072 -0.725 -1.471 -0.05
O -1.404 -0.960 -1.014 -0.75
H 0.226 2.476 1.070 0.52
H 0.508 -0.911 0.622 0.26
H 1.981 -0.795 -0.653 0.26
H 0.309 -1.607 -1.997 0.18
H -0.260 0.191 -2.216 0.19
H -1.463 -1.012 0.010 0.49
H -2.016 -0.199 1.998 0.48
H -0.457 0.047 2.048 0.50
O -1.144 -0.624 2.013 -0.97
```

Output
- HOMO-LUMO gap: 10.59 eV
- SMILES: O=C(O)CCO.O
- Total charge: 0

Entry 2
This record from the OMol25 dataset describes a single C3H8O4 molecule. The level of theory is wB97M-V/def2-TZVPD.

```
15
Properties=species:S:1:pos:R:3:nbo_charge:R:1
C 1.067 0.438 -1.022 -0.69
C 0.701 -1.062 1.001 -0.63
C 0.062 -0.044 -0.005 0.48
O -0.857 2.080 0.059 -0.44
O -1.905 -1.344 0.019 -0.46
O -0.401 1.035 0.792 -0.29
O -1.059 -0.616 -0.864 -0.29
H 0.554 0.889 -1.969 0.24
H 1.857 1.195 -0.801 0.24
H 1.582 -0.417 -1.523 0.22
H -0.029 -1.895 1.159 0.25
H 0.943 -0.611 1.981 0.23
H 1.564 -1.362 0.623 0.21
H -1.296 2.551 0.692 0.46
H -2.784 -0.837 -0.142 0.47
```

Output
- HOMO-LUMO gap: 10.40 eV
- SMILES: CC(C)(OO)OO
- Total charge: 0

Name the most stable of them. entry 1.

Entry 1
This record from the OMol25 dataset describes a single C3H8O4 molecule. The level of theory is wB97M-V/def2-TZVPD.

```
15
Properties=species:S:1:pos:R:3:nbo_charge:R:1
C 0.378 -0.069 0.506 0.57
C -0.580 -0.692 1.495 -0.67
C 0.707 -0.906 -0.708 -0.68
O -1.284 1.496 -0.882 -0.04
O -0.235 1.413 0.024 -0.36
O -0.769 1.735 -2.188 -0.44
O 1.457 0.529 1.045 -0.72
H -0.774 0.858 -2.608 0.45
H 1.132 1.509 1.067 0.51
H -0.113 -1.575 1.932 0.23
H -0.795 0.013 2.295 0.23
H -1.509 -0.964 0.999 0.22
H -0.203 -1.255 -1.193 0.21
H 1.305 -0.323 -1.405 0.24
H 1.283 -1.770 -0.378 0.23
```

Output
- HOMO-LUMO gap: 11.02 eV
- SMILES: CC(C)(O)OOO
- Total charge: 0

Entry 2
This record from the OMol25 dataset describes 2 unconnected molecules or ions with the total composition C3H8O4. The level of theory is wB97M-V/def2-TZVPD.

```
15
Properties=species:S:1:pos:R:3:nbo_charge:R:1
O 0.248 -0.640 -1.432 -0.66
C -0.005 -1.340 -0.438 0.83
O -0.828 -2.408 -0.559 -0.65
C 0.270 -0.916 0.978 -0.54
C 0.409 0.555 1.310 -0.06
O -0.851 1.155 1.011 -0.74
H -0.929 -2.515 -1.472 0.49
H -0.315 -1.514 1.689 0.24
H 1.316 -1.244 1.088 0.24
H 0.615 0.671 2.380 0.18
H 1.280 1.004 0.755 0.19
H -0.680 1.847 0.361 0.51
H -0.413 2.339 -2.468 0.48
H 0.095 1.003 -1.668 0.51
O -0.213 2.004 -1.538 -1.02
```

Output
- HOMO-LUMO gap: 10.82 eV
- SMILES: O=C(O)CCO.O
- Total charge: 0

Name the most stable of them. entry 2.

Entry 1
This record from the OMol25 dataset describes a gas-phase ion, C5H4NO4 (charge -1). The level of theory is wB97M-V/def2-TZVPD.

```
14
Properties=species:S:1:pos:R:3:nbo_charge:R:1
C -0.105 -1.195 0.316 0.20
C -0.471 1.175 -0.142 0.78
C -2.316 -0.395 -0.255 0.98
C 0.462 0.208 0.478 -0.12
C 1.910 0.418 0.061 -0.62
N 0.129 -0.744 1.549 -0.64
O -0.130 2.193 -0.677 -0.60
O -1.542 -1.387 -0.302 -0.54
O -1.839 0.838 -0.055 -0.54
O -3.473 -0.490 -0.615 -0.67
H 0.511 -1.961 -0.164 0.15
H 2.475 -0.497 0.351 0.20
H 2.463 1.222 0.486 0.20
H 1.925 0.614 -1.030 0.20
```

Output
- HOMO-LUMO gap: 8.05 eV
- Total charge: -1

Entry 2
This record from the OMol25 dataset describes a gas-phase ion, C5H4NO4 (charge -1). The level of theory is wB97M-V/def2-TZVPD.

```
14
Properties=species:S:1:pos:R:3:nbo_charge:R:1
C 1.624 0.035 -1.808 0.22
C -0.990 -1.064 1.604 0.80
C -0.112 1.294 -1.129 0.63
C -0.260 0.229 1.299 -0.53
C 0.347 0.381 -0.157 -0.19
N 1.381 -0.352 -0.622 -0.48
O -1.163 -1.402 2.738 -0.62
O 0.820 1.117 -2.205 -0.52
O -1.446 -1.920 0.621 -0.71
O -1.069 2.081 -1.236 -0.74
H 2.441 -0.085 -2.464 0.16
H -0.889 1.059 1.413 0.25
H 0.423 0.221 2.219 0.23
H -1.107 -1.593 -0.274 0.50
```

Output
- HOMO-LUMO gap: 6.95 eV
- SMILES: O=C(O)Cc1ncoc1[O-]
- Total charge: -1

Name the most stable of them. entry 2.